83
Properties=species:S:1:pos:R:3:forces:R:3 method="wB97M-V/def2-TZVPD" lumo_ev="-1.45 / -1.50" homo_lumo_gap_ev="5.4 / 5.4" fmax_ha_per_bohr=0.0395 spin_multiplicity=2 e_above_lowest_ev=1.716 charge=0 e_homo_ev="-6.85 / -6.86"
Ir 1.570049 0.366715 0.004677 -1.581 -0.764 -0.865
O 2.359764 0.461787 -4.127422 0.108 -0.055 0.205
C 2.000520 0.710382 -2.979315 -0.426 0.203 -0.571
O 2.654734 0.412631 -1.924108 -0.028 0.023 2.031
C 0.664843 1.356206 -2.738197 0.189 -0.179 0.182
C 0.069588 2.179995 -3.689535 -0.156 0.136 -0.047
C -1.149863 2.801585 -3.355026 -0.047 -0.001 -0.102
C -1.706160 2.579927 -2.137063 0.059 0.015 -0.199
C -1.048341 1.729472 -1.136202 -0.081 0.317 0.911
N 0.143780 1.080330 -1.568428 0.727 -0.775 0.379
C -0.504525 2.686023 0.127201 -0.686 -0.122 -1.088
O -1.014680 3.778258 0.240820 0.116 -0.147 0.269
O 0.360871 2.090325 0.821009 1.370 -0.181 0.270
H 0.567617 2.335244 -4.634375 0.014 -0.034 0.000
H -1.629184 3.458503 -4.069417 -0.024 0.000 0.032
H -2.623837 3.067115 -1.840315 -0.001 -0.001 0.013
C 4.165512 2.794910 2.983881 -0.040 -0.183 -0.112
Si 4.127179 1.637398 1.488712 0.025 0.088 0.046
C 5.833428 0.852105 1.285570 -0.197 0.155 -0.004
C 3.787082 2.685883 -0.043111 0.076 -0.091 0.134
N 2.845572 0.446356 1.655376 0.003 0.423 -1.517
C 2.551005 -0.212127 2.813668 -0.246 -0.453 0.311
C 3.452436 -0.313811 3.889472 -0.003 0.031 -0.361
C 3.142199 -1.003049 5.045601 -0.117 -0.038 0.125
C 1.912429 -1.627256 5.181554 0.175 -0.005 0.096
C 0.986873 -1.528774 4.153156 -0.233 0.075 -0.205
C 1.293308 -0.822058 3.004590 0.620 -0.004 0.627
O 0.378600 -0.610680 1.988533 0.088 0.361 -0.832
C -0.855788 -1.241001 2.057403 -0.244 -0.057 0.040
C -0.997696 -2.563013 1.672252 0.134 0.029 -0.012
C -2.265665 -3.123558 1.654119 -0.037 -0.007 0.003
C -3.375611 -2.369702 2.011596 -0.042 -0.013 -0.025
C -3.215299 -1.054041 2.422514 -0.009 -0.010 0.060
C -1.949806 -0.489309 2.457135 0.120 -0.026 0.238
H 4.646193 3.735837 2.707048 0.006 -0.003 -0.040
H 4.712501 2.385412 3.833925 -0.012 0.002 -0.007
H 3.150529 3.022204 3.316698 -0.008 0.006 -0.017
H 6.566967 1.653729 1.159986 0.044 -0.025 -0.011
H 5.878347 0.215421 0.399966 -0.045 0.003 -0.016
H 6.139689 0.253627 2.145056 -0.044 0.006 0.023
H 4.354970 3.617771 0.022685 0.061 -0.033 0.048
H 2.734338 2.962679 -0.134016 0.003 0.036 0.051
H 4.089454 2.173870 -0.956819 -0.025 -0.012 -0.005
H 4.421126 0.156874 3.782109 0.005 -0.090 0.052
H 3.868365 -1.056298 5.846847 0.016 -0.003 -0.018
H 1.673911 -2.180988 6.079310 -0.044 -0.005 -0.023
H 0.012936 -1.990194 4.251446 0.003 0.010 0.021
H -0.126897 -3.130066 1.376212 0.029 0.031 -0.014
H -2.386329 -4.157291 1.354335 0.004 0.006 -0.013
H -4.365295 -2.806738 1.966252 0.010 -0.002 0.049
H -4.073709 -0.461319 2.712143 -0.003 0.003 -0.023
H -1.794336 0.533654 2.779296 0.003 0.007 -0.051
C 1.337670 -2.337671 -5.406990 0.153 0.108 0.062
C 0.675641 -2.436941 -4.079768 0.086 -0.025 -0.070
C -0.645045 -2.749489 -3.891580 -0.098 0.006 0.244
C -1.153704 -2.727717 -2.584475 0.138 0.021 -0.211
N -0.378384 -2.454747 -1.541181 -0.072 0.016 0.106
C 0.907237 -2.195888 -1.718339 -0.138 -0.292 -0.392
S 1.973564 -2.001227 -0.383099 0.595 1.181 0.556
N 1.425328 -2.187267 -2.980267 -0.324 0.171 0.072
C -2.586131 -3.027138 -2.289779 0.001 0.046 0.000
H 0.630519 -2.536122 -6.207177 0.010 -0.022 0.009
H 2.173493 -3.036157 -5.474630 -0.036 -0.031 -0.005
H 1.743979 -1.328750 -5.506991 0.006 0.034 -0.055
H -1.276836 -2.990804 -4.733153 0.014 0.052 -0.034
H 2.386953 -1.871035 -3.092141 0.003 -0.001 0.106
H -2.724162 -4.109679 -2.234049 -0.002 0.002 -0.007
H -3.242306 -2.642970 -3.070504 0.004 -0.021 -0.001
H -2.849487 -2.602798 -1.322558 -0.024 -0.022 0.009
Cl -7.695801 1.872470 0.924319 -0.077 0.041 0.019
C -6.044385 1.562313 0.492466 0.088 -0.069 -0.046
C -5.032118 2.339810 1.030401 -0.018 0.026 0.010
C -3.712988 2.072268 0.697578 0.050 -0.032 -0.011
C -3.388993 1.034772 -0.175266 -0.024 0.019 -0.031
C -1.968082 0.655797 -0.495562 0.053 0.072 -0.269
C -4.429922 0.285884 -0.716771 0.040 0.069 -0.023
C -5.753080 0.536442 -0.389816 -0.023 0.006 -0.030
H -5.276856 3.150916 1.702545 0.011 -0.012 0.016
H -2.930309 2.692544 1.112687 0.000 0.017 0.041
H -1.463251 0.306195 0.402238 -0.014 0.044 -0.165
H -1.980741 -0.188033 -1.189644 -0.033 -0.032 0.010
H -4.205933 -0.513414 -1.413465 0.021 -0.023 0.017
H -6.549596 -0.052528 -0.823864 -0.019 0.004 0.040